Entry 1:
# C28H42F5NO12S5

4 unconnected molecules or ions with the total composition C28H42F5NO12S5 in a non-equilibrium geometry (ωB97M-V/def2-TZVPD, the Open Molecules 2025 dataset).

For the HOMO-LUMO gap, the calculation gives 7.72 eV. The total energy is -4539.85971 a.u. The value obtained for the largest force on an atom is 4.95 eV/Å. Its molar mass is 840.0 g mol⁻¹. The SMILES is COCCCc1ccc(C)c2c1Sc1cccc(S(=O)(=O)F)c1N2C(F)(F)C(F)F.CCOS(C)(=O)=O.CCOS(C)(=O)=O.CCOS(C)(=O)=O.

Cartesian coordinates (Å):
C (2.81, -4.10, 1.52)
O (3.69, -3.03, 1.94)
C (2.83, -1.92, 2.25)
C (3.54, -0.72, 2.95)
C (2.38, 0.26, 3.46)
C (1.58, 0.89, 2.26)
C (2.14, 2.14, 1.70)
C (1.48, 2.80, 0.58)
C (0.30, 2.18, 0.02)
C (-0.39, 2.89, -1.21)
C (-0.29, 0.92, 0.53)
C (0.37, 0.30, 1.67)
S (-0.36, -1.23, 2.35)
C (-2.08, -1.10, 1.84)
C (-3.11, -1.80, 2.61)
C (-4.52, -1.73, 2.21)
C (-4.89, -0.91, 1.06)
C (-3.84, -0.21, 0.32)
S (-4.44, 0.79, -1.10)
O (-5.87, 0.99, -0.90)
O (-3.78, 2.08, -0.97)
F (-4.10, 0.05, -2.50)
C (-2.40, -0.29, 0.67)
N (-1.47, 0.42, -0.18)
C (-1.01, -0.37, -1.33)
F (-1.37, 0.30, -2.51)
F (0.38, -0.48, -1.41)
C (-1.58, -1.83, -1.45)
F (-1.02, -2.70, -0.53)
F (-1.16, -2.31, -2.70)
H (3.16, -4.60, 0.58)
H (2.69, -4.81, 2.38)
H (1.77, -3.72, 1.30)
H (2.04, -2.30, 2.98)
H (2.27, -1.59, 1.33)
H (4.13, -0.17, 2.16)
H (4.14, -1.00, 3.85)
H (1.67, -0.27, 4.14)
H (2.83, 1.12, 4.02)
H (3.09, 2.56, 2.16)
H (1.90, 3.76, 0.20)
H (-0.02, 3.95, -1.31)
H (-0.15, 2.37, -2.18)
H (-1.49, 2.96, -1.02)
H (-2.89, -2.42, 3.51)
H (-5.34, -2.26, 2.75)
H (-5.96, -0.84, 0.78)
H (-2.70, -1.90, -1.48)
O (5.13, 4.03, 2.10)
S (5.80, 4.84, 1.11)
O (5.55, 4.69, -0.29)
O (7.38, 4.77, 1.37)
C (8.02, 3.48, 1.38)
C (8.12, 2.90, -0.02)
C (5.57, 6.54, 1.53)
H (7.49, 2.80, 2.05)
H (9.02, 3.63, 1.78)
H (7.14, 2.69, -0.44)
H (8.68, 1.96, -0.01)
H (8.62, 3.60, -0.69)
H (5.79, 6.69, 2.58)
H (4.53, 6.79, 1.32)
H (6.23, 7.15, 0.90)
O (-10.75, 2.02, 1.69)
S (-11.26, 2.61, 0.48)
O (-12.15, 1.89, -0.38)
O (-10.03, 3.18, -0.38)
C (-8.99, 2.27, -0.75)
C (-9.43, 1.30, -1.83)
C (-12.00, 4.16, 0.87)
H (-8.62, 1.73, 0.13)
H (-8.16, 2.87, -1.12)
H (-10.22, 0.64, -1.48)
H (-8.59, 0.68, -2.16)
H (-9.83, 1.85, -2.69)
H (-11.33, 4.74, 1.50)
H (-12.93, 3.96, 1.41)
H (-12.22, 4.69, -0.05)
O (4.75, -6.40, -1.25)
S (4.99, -6.73, -2.62)
O (6.28, -6.58, -3.23)
O (3.89, -5.99, -3.53)
C (3.79, -4.56, -3.45)
C (4.96, -3.87, -4.12)
C (4.44, -8.39, -2.90)
H (3.69, -4.25, -2.41)
H (2.86, -4.28, -3.95)
H (5.90, -4.08, -3.61)
H (4.82, -2.79, -4.13)
H (5.07, -4.22, -5.15)
H (3.45, -8.52, -2.48)
H (5.15, -9.05, -2.41)
H (4.44, -8.58, -3.97)

Löwdin population analysis, charges in e, atoms 1 to 2:
1 C -0.096
2 O -0.190

---

Entry 2:
# C31H18BrCl5N4O4Ti

A molecular structure, C31H18BrCl5N4O4Ti (ωB97M-V/def2-TZVPD, the Open Molecules 2025 dataset).

Its spin multiplicity is 3. For the HOMO-LUMO gap (alpha / beta), the calculation gives 4.31 / 7.47 eV. Its total charge is -2. The total energy is -7436.67573 a.u. Its energy relative to the best compared isomer or geometry (same formula, charge and spin) is 97.53 kJ/mol. The value obtained for the largest force on an atom is 0.52 eV/Å. Its molar mass is 815.5 g mol⁻¹.

Cartesian coordinates (Å):
Ti (0.24, -0.93, 0.22)
O (1.98, -0.21, 3.98)
C (1.35, -1.10, 4.76)
C (1.74, -1.21, 6.10)
C (1.12, -2.11, 6.94)
C (0.10, -2.92, 6.48)
C (-0.29, -2.82, 5.15)
C (0.31, -1.92, 4.28)
C (-0.18, -1.78, 2.86)
O (0.85, -1.45, 1.99)
N (-1.20, -0.72, 2.81)
N (-1.17, -0.11, 1.51)
C (-2.26, 0.65, 1.37)
C (-2.52, 1.67, 0.44)
Br (-1.04, 2.43, -0.46)
C (-3.80, 2.15, 0.29)
C (-4.41, 3.16, -0.54)
C (-3.87, 3.70, -1.72)
C (-4.57, 4.64, -2.46)
C (-5.82, 5.09, -2.05)
C (-6.37, 4.57, -0.89)
C (-5.68, 3.62, -0.15)
H (1.73, -0.41, 3.04)
H (2.55, -0.57, 6.44)
H (1.44, -2.17, 7.98)
H (-0.39, -3.63, 7.14)
H (-1.08, -3.45, 4.76)
H (-0.64, -2.72, 2.52)
H (-0.95, 0.00, 3.48)
H (-3.09, 0.42, 2.04)
H (-4.51, 1.67, 0.96)
H (-2.92, 3.35, -2.09)
H (-4.13, 5.02, -3.37)
H (-6.35, 5.83, -2.63)
H (-7.35, 4.90, -0.55)
H (-6.13, 3.22, 0.75)
Cl (-3.26, -1.90, -0.14)
C (-2.56, -1.12, -1.53)
C (-1.24, -0.70, -1.52)
C (-0.76, -0.19, -2.73)
Cl (0.89, 0.33, -2.83)
C (-1.55, -0.06, -3.87)
Cl (-0.90, 0.58, -5.34)
C (-2.88, -0.45, -3.82)
Cl (-3.89, -0.29, -5.22)
C (-3.39, -1.00, -2.65)
Cl (-5.05, -1.50, -2.61)
N (2.52, 1.53, 0.38)
C (1.72, 0.70, 0.30)
O (3.78, -2.06, -1.44)
C (2.83, -2.71, -1.01)
N (1.54, -2.22, -0.76)
C (0.76, -3.25, -0.31)
O (-0.41, -2.87, 0.11)
C (1.47, -4.47, -0.25)
C (1.17, -5.79, 0.14)
C (2.15, -6.74, 0.06)
C (3.46, -6.42, -0.41)
C (3.76, -5.12, -0.78)
C (2.78, -4.15, -0.70)
H (0.18, -6.05, 0.50)
H (1.94, -7.76, 0.35)
H (4.21, -7.20, -0.46)
H (4.75, -4.85, -1.13)

Löwdin population analysis, charges in e, atoms 1 to 2:
1 Ti 1.002
2 O 0.062

---

Entry 3:
# C2H6NP

A single C2H6NP molecule in a non-equilibrium geometry (ωB97M-V/def2-TZVPD, the Open Molecules 2025 dataset).

For the HOMO-LUMO gap, the calculation gives 10.64 eV. The total energy is -475.82985 a.u. Its energy relative to the best compared isomer or geometry (same formula, charge and spin) is 71.59 kJ/mol. The value obtained for the largest force on an atom is 7.63 eV/Å. Its molar mass is 75.1 g mol⁻¹. The SMILES is [H]/N=C(/C)P.

Cartesian coordinates (Å):
C (-0.32, 0.14, -0.18)
C (0.53, 0.92, 0.77)
N (-1.09, 0.79, -1.19)
P (-0.52, -1.60, 0.24)
H (0.08, 0.92, 1.74)
H (0.91, 1.91, 0.37)
H (1.43, 0.29, 0.80)
H (-1.57, 0.12, -1.75)
H (0.84, -1.65, 0.31)
H (-0.28, -1.83, -1.11)

Löwdin population analysis, charges in e, atoms 1 to 2:
1 C -0.694
2 C -0.146